--- P ---
The following is a DFT calculation (ωB97M-V with the def2-TZVPD basis set) of 2 unconnected molecules or ions with the total composition C2H4Si.

Each line ends with the Löwdin charge.
Atoms and positions in Å:
C 2.61225 -0.08663 0.02291  -0.20
C 1.42347 -0.17287 -0.00707  -0.14
Si -2.04191 -0.04341 0.07437  0.78
H 3.55837 0.38424 -0.26574  0.00
H -1.77881 0.78149 1.24043  -0.15
H -1.76882 -1.49658 0.14881  -0.14
H -2.00456 0.63376 -1.21372  -0.15

Summary:
* E_HOMO (alpha / beta): -0.3540 / -0.3041 hartree

=====

--- Q ---
The following is a DFT calculation (ωB97M-V with the def2-TZVPD basis set) of C2H4Si in the gas phase.

Each line ends with the Löwdin charge.
Atoms and positions in Å:
C -1.67540 -0.43698 0.01470  -0.23
C 1.13054 -0.49590 -0.33456  -0.12
Si -0.39893 0.71792 -0.06105  0.58
H -2.11872 -0.32984 1.05656  -0.08
H 2.22826 -0.29214 -0.23721  0.00
H 0.20573 2.21408 -0.01416  -0.06
H 0.62853 -1.37712 -0.42429  -0.09

Summary:
* E_HOMO (alpha / beta): -0.3210 / -0.3188 hartree

=====

Relative calculated energies, zero for the most stable structure, unit kJ/mol: P 47.4; Q 0.0.